1.
{
  "formula": "C3H6N2O3",
  "method": "ωB97M-V/def2-TZVPD",
  "elements": ["C", "C", "C", "N", "N", "O", "O", "O", "H", "H", "H", "H", "H", "H"],
  "positions_angstrom": [[-0.9990, 0.4521, 0.2785], [0.1559, 1.1067, -0.4114], [-1.1259, -0.9444, -0.3244], [1.4231, 0.5075, 0.0527], [1.6951, -0.6725, -0.2986], [2.1795, 1.2717, 0.7225], [2.6630, -1.3996, -0.1155], [-1.3602, -1.9368, 0.4469], [-0.8404, 0.3907, 1.3697], [-1.8251, 1.0225, 0.0066], [0.0167, 0.8105, -1.3734], [0.2374, 2.1137, -0.3194], [-1.0607, -1.0651, -1.4131], [-1.1594, -1.6571, 1.3789]],
  "energy_ha": -452.86977,
  "de_lowest_ev": 9.014,
  "multiplicity": 1,
  "total_charge": 0,
  "fmax_ev_per_a": 3.7
}

=====

2.
{
  "formula": "C5H15N3",
  "method": "ωB97M-V/def2-TZVPD",
  "elements": ["H", "N", "C", "N", "C", "H", "H", "H", "H", "H", "C", "C", "C", "N", "H", "H", "H", "H", "H", "H", "H", "H", "H"],
  "positions_angstrom": [[3.5051, -1.9713, -3.1974], [3.1456, -1.5332, -2.3546], [2.1002, -0.8595, -2.6095], [1.4521, -0.1548, -1.6325], [0.2435, 0.5940, -1.9171], [1.6130, -0.7652, -3.5822], [1.9667, 0.0602, -0.7988], [0.2856, 1.5288, -1.3584], [0.0887, 0.7013, -2.9863], [-0.6365, 0.0897, -1.4986], [-2.6169, -0.6296, 1.5476], [-1.5996, 0.5061, 1.3837], [-0.1826, 0.0455, 1.7480], [0.7441, 1.1749, 1.7773], [-2.4807, -1.0519, 2.5430], [-2.4294, -1.4319, 0.8328], [-3.6224, -0.2443, 1.4013], [-1.6165, 0.9591, 0.3929], [-1.8517, 1.3118, 2.0840], [0.1457, -0.6522, 0.9724], [-0.2553, -0.4970, 2.6971], [1.6290, 0.9069, 2.1906], [0.3721, 1.9126, 2.3647]],
  "energy_ha": -363.75119,
  "smiles": "[H]/N=C/NC.CCCN",
  "de_lowest_ev": 0.977,
  "multiplicity": 1,
  "total_charge": 0,
  "fmax_ev_per_a": 1.2
}

=====

3.
{
  "formula": "C23H57BF2GeN2O8P3SSi3Ti",
  "method": "ωB97M-V/def2-TZVPD",
  "elements": ["Ti", "N", "C", "C", "P", "O", "O", "O", "P", "O", "O", "O", "H", "H", "H", "H", "H", "H", "H", "H", "O", "N", "C", "C", "C", "C", "C", "S", "H", "H", "H", "H", "C", "P", "C", "C", "H", "H", "H", "H", "H", "H", "H", "H", "H", "C", "Si", "C", "C", "Ge", "Si", "C", "C", "C", "Si", "C", "C", "C", "H", "H", "H", "H", "H", "H", "H", "H", "H", "H", "H", "H", "H", "H", "H", "H", "H", "H", "H", "H", "H", "H", "H", "H", "H", "H", "H", "F", "B", "F", "C", "C", "C", "C", "O", "H", "H", "H", "H", "H", "H", "H", "H", "H"],
  "positions_angstrom": [[0.4200, 0.9880, 0.0051], [1.6113, 4.4330, -0.8876], [2.3700, 4.0448, 0.3171], [3.4044, 5.0656, 0.8056], [3.2397, 2.4695, -0.0744], [3.9673, 2.9513, -1.4614], [4.2405, 2.0779, 0.9276], [2.1966, 1.4461, -0.5655], [1.1063, 3.7591, 1.6453], [0.0302, 4.9431, 1.3303], [1.6491, 3.9443, 2.9936], [0.3477, 2.4875, 1.2286], [2.2018, 4.4065, -1.7122], [1.2293, 5.3646, -0.7701], [0.0645, 3.3372, -1.1352], [4.1564, 5.2384, 0.0317], [3.8946, 4.6957, 1.7030], [2.9068, 6.0086, 1.0475], [4.3963, 2.1848, -1.8604], [-0.7425, 4.5625, 0.8940], [-1.2891, 1.8901, -0.7215], [-0.7320, 2.8261, -1.5989], [-1.7080, 3.8462, -1.9689], [-1.4555, 4.6125, -3.0358], [-0.4254, 4.2544, -3.9719], [0.1370, 2.9940, -3.8830], [-0.1105, 2.1413, -2.8022], [0.2644, 0.5415, -2.5718], [-2.5022, 3.9646, -1.2488], [-2.1007, 5.4618, -3.2245], [-0.2057, 4.8964, -4.8137], [0.7176, 2.5888, -4.7008], [2.4308, -4.0450, -1.4845], [1.6738, -2.3788, -1.7413], [3.0125, -1.7126, -2.8301], [0.4563, -2.8357, -3.0859], [2.6372, -4.5351, -2.4414], [1.7582, -4.6739, -0.8966], [3.3640, -3.9424, -0.9278], [3.2786, -2.4250, -3.6183], [3.8927, -1.4967, -2.2206], [2.6734, -0.7799, -3.2800], [0.4565, -3.9107, -3.2817], [0.6975, -2.3030, -4.0081], [-0.5502, -2.5347, -2.7939], [-1.7486, -0.3784, 3.8277], [-2.5746, 0.1610, 2.2351], [-4.4039, -0.2877, 2.4704], [-2.6338, 2.0490, 2.2962], [-1.5159, -0.7554, 0.2479], [-3.4929, -0.5524, -1.1370], [-4.9065, -1.7619, -0.7761], [-3.1453, -0.8809, -2.9697], [-4.3648, 1.1222, -1.1450], [-1.7523, -3.0854, 0.7762], [-0.2979, -3.9429, 1.6003], [-1.9578, -4.1246, -0.8008], [-3.2073, -3.6070, 1.8636], [-2.3246, -0.0223, 4.6906], [-0.7350, 0.0260, 3.8774], [-1.6561, -1.4667, 3.8843], [-4.7346, 0.1034, 3.4402], [-4.5888, -1.3622, 2.4512], [-5.0251, 0.1653, 1.6930], [-3.4896, 2.3704, 2.8998], [-2.7333, 2.4662, 1.2898], [-1.7172, 2.4549, 2.7271], [-4.5959, -2.8044, -0.8829], [-5.7230, -1.5747, -1.4850], [-5.2984, -1.6385, 0.2355], [-3.0277, -1.9532, -3.1613], [-2.2240, -0.3897, -3.2901], [-3.9695, -0.5098, -3.5911], [-4.7255, 1.4080, -0.1533], [-5.2190, 1.0865, -1.8316], [-3.6762, 1.8988, -1.4789], [0.6323, -3.7147, 1.0735], [-0.4641, -5.0282, 1.5915], [-0.1597, -3.6050, 2.6284], [-0.9862, -4.2542, -1.2848], [-2.6285, -3.6790, -1.5401], [-2.3450, -5.1171, -0.5409], [-3.1499, -3.1350, 2.8487], [-3.1679, -4.6942, 1.9993], [-4.1749, -3.3479, 1.4297], [1.5538, 0.5961, 2.5444], [1.3529, -0.4244, 1.5788], [0.5772, -1.4179, 2.2490], [4.8393, -1.4939, 0.9016], [3.6256, -1.5022, 1.8293], [3.9413, -0.6526, 3.0629], [3.2962, -2.9332, 2.2623], [2.5613, -0.9937, 1.0429], [5.7206, -1.9089, 1.4027], [5.0477, -0.4651, 0.6011], [4.6295, -2.0886, 0.0084], [4.8757, -1.0124, 3.5098], [3.1452, -0.7243, 3.8044], [4.0540, 0.3929, 2.7807], [4.0881, -3.3362, 2.9039], [3.1867, -3.5834, 1.3899], [2.3529, -2.9432, 2.8088]],
  "energy_ha": -7064.21717,
  "s_squared": 0.782,
  "de_lowest_ev": 1.040,
  "multiplicity": 2,
  "total_charge": -2,
  "fmax_ev_per_a": 1.3
}

=====

4.
{
  "formula": "C6H9N",
  "method": "ωB97M-V/def2-TZVPD",
  "elements": ["C", "C", "C", "C", "C", "C", "N", "H", "H", "H", "H", "H", "H", "H", "H", "H"],
  "positions_angstrom": [[2.2393, 0.8381, 1.9139], [1.6843, -0.0875, 0.9266], [1.1092, -0.7939, 0.1351], [0.0020, -1.3629, -0.6490], [-1.1724, -0.4989, -0.2112], [-1.4397, 0.7689, -0.9099], [-2.3670, -0.3626, -1.0276], [1.8892, 1.8551, 1.7004], [3.3324, 0.8466, 1.9203], [1.8889, 0.5728, 2.9177], [-0.1556, -2.4258, -0.4291], [0.1631, -1.2737, -1.7302], [-1.2977, -0.4946, 0.8710], [-0.8902, 0.9864, -1.8229], [-1.7135, 1.6446, -0.3266], [-3.1651, -0.2159, -0.4146]],
  "energy_ha": -288.66925,
  "smiles": "CC#CC[C@H]1CN1",
  "de_lowest_ev": 3.069,
  "multiplicity": 1,
  "total_charge": 0,
  "fmax_ev_per_a": 0.6
}

=====

5.
{
  "formula": "C5H10O",
  "method": "ωB97M-V/def2-TZVPD",
  "elements": ["C", "C", "H", "H", "H", "H", "C", "C", "H", "H", "H", "H", "C", "O", "H", "H"],
  "positions_angstrom": [[-1.4279, -0.6489, 1.0350], [-2.0656, -0.2955, -0.0770], [-0.4121, -1.0364, 1.0040], [-1.8943, -0.5626, 2.0137], [-1.5945, -0.3839, -1.0543], [-3.0806, 0.0952, -0.0597], [2.2531, -0.4328, -0.1781], [1.6468, -1.5423, -0.5888], [3.0128, -0.4589, 0.6002], [2.0089, 0.5386, -0.6039], [1.8776, -2.5181, -0.1669], [0.8902, -1.5187, -1.3709], [-0.2899, 2.1912, -0.1334], [0.4054, 2.1469, -1.1180], [0.0652, 1.8630, 0.8619], [-1.3308, 2.5676, -0.1686]],
  "energy_ha": -271.64747,
  "smiles": "C=C.C=C.C=O",
  "de_lowest_ev": 2.861,
  "multiplicity": 1,
  "total_charge": 0,
  "fmax_ev_per_a": 0.6
}

=====

6.
{
  "formula": "C8H16O3",
  "method": "ωB97M-V/def2-TZVPD",
  "elements": ["C", "C", "C", "C", "C", "C", "C", "O", "C", "O", "O", "H", "H", "H", "H", "H", "H", "H", "H", "H", "H", "H", "H", "H", "H", "H", "H"],
  "positions_angstrom": [[-2.2317, 1.2853, -2.0071], [-2.0473, 0.0411, -1.1238], [-2.0206, 0.3622, 0.3750], [-0.5922, 0.4554, 0.9124], [-0.0906, -0.8389, 1.5269], [1.4289, -0.7991, 1.7564], [2.2370, -1.4609, 0.6621], [2.0713, -0.8506, -0.6172], [2.7392, 0.3072, -0.7759], [3.7579, 0.6424, -0.1749], [2.2038, 1.0529, -1.7669], [-1.2967, 1.7783, -2.2330], [-2.9043, 1.9885, -1.5343], [-2.7110, 0.9924, -2.9312], [-2.8667, -0.6288, -1.3462], [-1.1177, -0.4277, -1.4256], [-2.5542, -0.4277, 0.8914], [-2.5388, 1.2982, 0.5352], [0.0563, 0.6455, 0.0638], [-0.4486, 1.2846, 1.5940], [-0.5646, -0.9966, 2.4887], [-0.3501, -1.6670, 0.8761], [1.6928, -1.2699, 2.6935], [1.7333, 0.2421, 1.8255], [3.2781, -1.5164, 0.9498], [1.8911, -2.4784, 0.5396], [1.2455, 0.9859, -1.7541]],
  "energy_ha": -540.15035,
  "smiles": "CCCCCCCOC(=O)O",
  "de_lowest_ev": 0.000,
  "multiplicity": 1,
  "total_charge": 0,
  "fmax_ev_per_a": 2.8
}